21 unconnected molecules or ions with the total composition H42O21 in a non-equilibrium geometry. Source: the OMol25 dataset; level of theory: ωB97M-V with the def2-TZVPD basis set.

Each line ends with the Löwdin charge.
Geometry (Å):
O -1.110 2.442 2.182  -0.018
H -0.632 2.572 1.466  -0.041
H -1.136 1.428 2.200  0.068
O -1.919 2.535 -1.355  -0.121
H -1.713 2.922 -2.275  0.120
H -2.902 2.753 -1.243  0.061
O -4.100 2.018 -2.587  -0.053
H -4.264 1.584 -1.810  -0.027
H -3.970 1.207 -3.212  0.121
O 2.512 1.564 0.199  -0.049
H 2.640 1.065 1.085  0.140
H 2.748 2.391 -0.012  -0.067
O -0.598 -3.904 3.538  -0.020
H -1.262 -4.464 3.240  0.026
H -0.474 -3.280 2.897  -0.072
O 2.838 0.727 -2.230  -0.023
H 3.573 1.197 -1.993  -0.022
H 2.346 1.515 -1.926  0.064
O 3.130 -0.930 1.912  -0.122
H 2.610 -1.712 1.371  0.087
H 3.683 -1.416 2.565  0.056
O 1.436 -2.283 -0.571  0.004
H 1.233 -3.090 -0.883  -0.021
H 2.404 -2.143 -0.689  0.078
O 3.725 3.728 0.015  0.046
H 3.505 3.999 -0.837  0.037
H 4.486 3.260 -0.231  0.037
O -0.034 1.143 4.536  -0.038
H 0.219 0.376 4.130  -0.039
H -0.913 1.400 4.154  0.026
O -1.275 -2.037 1.878  0.042
H -0.914 -1.342 1.362  0.047
H -1.665 -2.582 1.307  -0.011
O 0.189 0.901 -0.657  -0.176
H -0.279 1.676 -1.051  -0.007
H 1.267 1.186 -0.424  0.048
O -2.395 -0.194 -1.197  -0.042
H -2.027 0.575 -0.957  -0.062
H -1.613 -0.775 -1.408  0.029
O -1.061 -1.998 -2.437  -0.056
H -0.497 -2.263 -1.710  0.026
H -1.713 -2.738 -2.631  0.123
O 4.758 0.464 -0.291  -0.092
H 5.074 -0.199 0.240  -0.032
H 3.903 0.022 -0.822  0.113
O -1.105 0.141 -4.001  -0.003
H -1.456 -0.728 -3.974  0.002
H -0.225 0.091 -3.907  -0.076
O -2.154 0.497 3.268  -0.052
H -2.615 0.137 2.502  0.076
H -1.885 -0.311 3.690  0.056
O -2.833 3.967 1.378  -0.017
H -2.138 3.446 1.387  -0.137
H -3.278 3.622 0.550  0.050
O -3.762 -2.374 -0.688  -0.100
H -4.478 -2.504 -1.205  -0.053
H -3.198 -1.475 -0.853  0.038
O 1.662 -3.409 2.641  -0.158
H 1.146 -3.089 3.430  0.043
H 1.467 -4.479 2.655  0.146
O 1.532 -0.928 -4.262  -0.072
H 2.143 -0.295 -3.982  -0.035
H 1.366 -1.610 -3.468  0.106

As for the lowest unoccupied orbital energy: -0.60 eV. The total energy is -1604.94669 Ha. The gap between HOMO and LUMO is 9.61 eV. The net charge is 0. As for the HOMO energy: -0.3751 Eh. For the relative energy (zero: lowest compared OMol25 entry of this formula, charge and spin), the calculation gives 299.6 kcal per mole.

***

12 unconnected molecules or ions with the total composition C29H34BCl44N2O5P2 in a non-equilibrium geometry. Source: the OMol25 dataset; level of theory: ωB97M-V with the def2-TZVPD basis set.

Each line ends with the Löwdin charge.
Geometry (Å):
C -0.958 -1.143 4.661  -0.053
C -2.105 -1.273 4.007  -0.154
C -2.613 -0.487 2.832  -0.162
C -1.656 -0.181 1.716  -0.128
C -1.463 -1.184 0.757  -0.058
B -2.244 -2.593 0.961  -0.535
O -3.406 -2.736 0.219  0.092
C -1.762 -3.706 1.939  -0.146
C -2.033 -5.086 1.310  -0.083
C -0.642 -0.982 -0.330  -0.326
P -0.561 -2.560 -1.353  0.977
C 0.284 -2.385 -2.950  -0.248
O 0.494 -3.466 -0.487  -0.287
N -0.020 0.237 -0.479  -0.014
C 0.889 0.402 -1.633  -0.168
C 2.194 -0.373 -1.416  -0.072
C -0.182 1.245 0.409  -0.122
C 0.461 2.581 0.151  -0.160
C 1.971 2.680 0.421  -0.166
C 2.527 2.021 1.676  -0.199
C 4.039 1.797 1.471  -0.193
C 4.626 0.843 2.532  -0.280
N 5.658 1.439 3.392  -0.004
C -0.986 1.043 1.555  -0.058
P -1.167 2.391 2.771  0.470
O 0.028 3.228 2.887  -0.253
O -2.445 3.244 2.360  -0.159
O -1.463 1.782 4.218  -0.100
H -0.023 -0.830 4.230  0.008
H -0.985 -1.338 5.723  0.080
H -2.764 -2.062 4.343  0.110
H -3.482 -1.015 2.437  0.122
H -3.026 0.455 3.177  0.084
H -3.185 -3.175 -0.609  0.078
H -0.729 -3.580 2.249  0.043
H -2.406 -3.626 2.819  0.108
H -3.097 -5.295 1.358  0.079
H -1.769 -5.116 0.255  0.062
H -1.529 -5.879 1.850  0.079
H 1.365 -2.358 -2.871  0.037
H 0.052 -3.302 -3.488  0.058
H -0.091 -1.582 -3.572  -0.014
H 1.352 -3.038 -0.373  0.001
H 1.177 1.424 -1.807  0.108
H 0.373 0.106 -2.533  0.070
H 2.929 0.304 -1.000  0.045
H 2.074 -1.225 -0.760  0.053
H 2.563 -0.657 -2.395  0.059
H -0.091 3.387 0.617  -0.004
H 0.339 2.799 -0.910  0.117
H 2.298 3.712 0.359  0.116
H 2.465 2.179 -0.408  0.077
H 2.098 1.039 1.876  0.110
H 2.445 2.691 2.523  0.109
H 4.563 2.749 1.468  0.115
H 4.181 1.328 0.495  0.083
H 3.809 0.571 3.197  0.093
H 5.018 -0.052 2.065  0.098
H 5.342 2.356 3.680  0.063
H 6.492 1.597 2.839  0.061
H -3.252 2.807 2.672  0.034
H -2.010 2.427 4.689  0.110
C 2.686 -3.774 3.491  -2.016
Cl 2.622 -5.281 4.399  0.559
Cl 2.776 -4.141 1.757  0.538
Cl 1.209 -2.840 3.817  0.610
Cl 4.097 -2.850 3.980  0.562
C -6.252 2.129 0.553  -2.017
Cl -4.623 1.504 0.912  0.584
Cl -7.345 0.772 0.289  0.538
Cl -6.817 3.093 1.911  0.530
Cl -6.180 3.124 -0.897  0.550
C 6.043 -2.098 -2.046  -2.035
Cl 4.640 -2.909 -1.320  0.520
Cl 7.332 -2.005 -0.856  0.504
Cl 6.576 -3.009 -3.453  0.550
Cl 5.590 -0.461 -2.542  0.543
C 11.503 -1.796 -2.324  -2.046
Cl 11.578 -2.904 -0.952  0.516
Cl 9.827 -1.669 -2.874  0.485
Cl 12.069 -0.199 -1.830  0.519
Cl 12.516 -2.408 -3.631  0.541
C -0.562 6.702 1.136  -2.024
Cl -0.337 8.046 0.017  0.543
Cl 0.996 6.216 1.795  0.565
Cl -1.638 7.189 2.444  0.548
Cl -1.294 5.339 0.260  0.584
C -3.688 -0.046 -3.320  -1.984
Cl -4.947 -0.934 -2.479  0.578
Cl -2.255 0.071 -2.259  0.669
Cl -3.226 -0.890 -4.798  0.526
Cl -4.248 1.576 -3.709  0.559
C 10.979 0.217 2.135  -2.058
Cl 10.611 0.719 3.786  0.534
Cl 9.657 -0.791 1.525  0.480
Cl 11.147 1.642 1.108  0.513
Cl 12.480 -0.706 2.117  0.530
C 0.740 -1.299 -7.438  -2.042
Cl 0.525 -0.324 -8.885  0.542
Cl 2.255 -0.854 -6.640  0.522
Cl -0.611 -1.007 -6.324  0.462
Cl 0.774 -3.008 -7.864  0.533
C -10.584 5.050 2.233  -2.048
Cl -9.887 5.206 3.851  0.522
Cl -9.951 3.587 1.473  0.463
Cl -12.339 4.938 2.355  0.536
Cl -10.145 6.458 1.264  0.533
C -12.041 0.169 2.768  -2.058
Cl -12.266 0.963 4.328  0.529
Cl -10.365 0.384 2.243  0.467
Cl -12.395 -1.552 2.920  0.535
Cl -13.119 0.895 1.576  0.527
C -2.815 -2.163 -10.761  -2.058
Cl -2.978 -1.743 -9.048  0.490
Cl -4.130 -3.240 -11.227  0.538
Cl -2.881 -0.691 -11.731  0.533
Cl -1.268 -2.973 -11.024  0.512

As for the lowest unoccupied orbital energy: -3.62 eV. The total energy is -22566.87838 Ha. The gap between HOMO and LUMO is 7.39 eV. The net charge is +1. As for the HOMO energy: -0.4046 Eh.

***

2 unconnected molecules or ions with the total composition C5H7NO in a non-equilibrium geometry. Source: the OMol25 dataset; level of theory: ωB97M-V with the def2-TZVPD basis set.

Each line ends with the Löwdin charge.
Geometry (Å):
O -0.153 0.920 -1.332  -0.072
C 0.790 0.092 -1.220  -0.332
N 1.509 0.126 -0.067  -0.019
C 1.253 0.979 0.917  0.013
C -1.654 0.492 -0.054  -0.045
C -1.439 -0.859 0.226  -0.229
C -1.020 -1.997 0.329  0.101
H 0.993 -0.734 -1.897  0.127
H 2.188 -0.610 0.087  0.153
H 0.627 1.830 0.726  0.067
H 1.813 0.885 1.829  0.065
H -1.648 1.184 0.781  0.070
H -2.355 0.732 -0.845  0.082
H -0.906 -3.041 0.520  0.019

As for the lowest unoccupied orbital energy (alpha / beta): 0.17 / 0.27 eV. The total energy is -324.51806 Ha. The gap between HOMO and LUMO (alpha / beta) is 7.36 / 7.20 eV. The net charge is 0. As for the HOMO energy (alpha / beta): -0.2640 / -0.2547 Eh. For the relative energy (zero: lowest compared OMol25 entry of this formula, charge and spin), the calculation gives 129.5 kcal per mole.

***

2 unconnected molecules or ions with the total composition CH2BrNO in a non-equilibrium geometry. Source: the OMol25 dataset; level of theory: ωB97M-V with the def2-TZVPD basis set.

Each line ends with the Löwdin charge.
Geometry (Å):
C 0.373 -1.215 0.249  -0.844
N -1.010 1.291 0.082  0.111
O -0.275 -2.046 0.722  0.039
Br 1.945 -1.042 -0.547  0.792
H -0.919 1.412 -0.888  -0.049
H -0.115 1.600 0.383  -0.048

As for the lowest unoccupied orbital energy (alpha / beta): 0.68 / -1.41 eV. The total energy is -2743.15788 Ha. The gap between HOMO and LUMO (alpha / beta) is 8.74 / 9.87 eV. The net charge is 0. As for the HOMO energy (alpha / beta): -0.2961 / -0.4143 Eh. As for the spin multiplicity: 3. For the relative energy (zero: lowest compared OMol25 entry of this formula, charge and spin), the calculation gives 8.7 kcal per mole.

***

Q: Which formula does entry 4 have?
A: CH2BrNO

***

Q: Which formula does entry 3 have?
A: C5H7NO

***

Q: What is the net charge in the fourth record?
A: 0

***

Q: Among the records above, which one has the highest net charge?
A: C29H34BCl44N2O5P2